[1]
ORCA calculation (ωB97M-V/def2-TZVPD) on one molecule with the formula C4H5NO2.

Output
ΔE to the lowest compared entry with this formula, charge and spin   5.392 eV
Gap between HOMO and LUMO   9.12 eV

Structure (ORCA input):
```
! RIJCOSX wB97M-V def2-TZVPD def2/J DEFGRID3
* xyz 0 1
C 2.207 -0.701 0.375
O -1.117 0.308 -1.101
C 0.253 0.157 -0.670
H 0.447 -1.908 -0.269
N 0.090 1.403 -0.945
H -2.571 1.376 -0.123
C 0.902 -0.930 -0.202
H -2.732 -0.419 -0.090
H -1.510 0.401 0.951
H 2.719 -1.606 0.762
C -2.052 0.428 0.004
O 2.730 0.399 0.463
*
```

natural (NBO) atomic charge list, values in e, 5 entries:
1. C 0.389
2. O -0.309
3. C 0.480
4. H 0.244
5. N -0.134

[2]
ORCA calculation (ωB97M-V/def2-TZVPD) on one molecule with the formula C14H18N2O5.

Output
SMILES string   N[C@@H](Cc1ccccc1)C(=O)N[C@@H](CCC(=O)O)C(=O)O
ΔE to the lowest compared entry with this formula, charge and spin   1.928 eV
Gap between HOMO and LUMO   9.58 eV

Structure (ORCA input):
```
! RIJCOSX wB97M-V def2-TZVPD def2/J DEFGRID3
* xyz 0 1
O -2.517 -2.542 0.874
H -2.939 0.177 0.382
C 2.702 -0.605 0.272
C 1.153 0.462 2.082
C -0.181 0.326 1.376
H -2.093 -1.720 1.184
H 0.425 -0.231 3.764
H 0.388 1.552 -0.165
H 4.512 0.453 1.001
O -3.329 -3.380 -0.946
H 2.133 -1.052 -3.091
C 2.013 -0.766 1.577
H -2.776 -1.311 -2.270
C 4.663 -0.067 -1.041
H 1.100 -1.338 -0.942
H 1.366 -1.732 1.640
H -3.433 0.518 -1.281
C 4.039 -0.388 -2.245
H 1.560 1.329 1.560
O -1.003 -0.410 1.937
C -2.280 -1.276 -1.285
C 2.725 -0.790 -2.202
N -0.414 1.103 0.297
H 4.548 -0.335 -3.211
O -0.997 3.564 -0.975
C 3.988 -0.027 0.175
H 0.561 1.339 3.852
H -1.269 4.534 -0.935
C -1.468 1.239 -0.768
N 1.083 0.520 3.488
H 5.633 0.470 -1.124
H -0.949 1.219 -1.723
H 2.773 -0.958 2.345
C -2.626 0.137 -0.685
C -2.758 -2.417 -0.477
H -1.200 -1.365 -1.306
O -3.129 2.971 -0.469
C -1.967 2.668 -0.742
C 2.126 -0.918 -0.959
*
```

natural (NBO) atomic charge list, values in e, 5 entries:
1. O -0.684
2. H 0.246
3. C -0.046
4. C -0.112
5. C 0.683

[3]
ORCA calculation (ωB97M-V/def2-TZVPD) on a 6-piece molecular cluster, C16H44N2O6 overall.

Output
SMILES string   NC(N)=O.CC(C)O.CC(C)O.CC(C)O.CC(C)O.CC(C)O
ΔE to the lowest compared entry with this formula, charge and spin   7.627 eV
Gap between HOMO and LUMO   8.82 eV

Structure (ORCA input):
```
! RIJCOSX wB97M-V def2-TZVPD def2/J DEFGRID3
* xyz 0 1
C 3.673 0.923 -3.730
H 0.235 0.614 2.434
N -0.341 -1.646 -0.626
H -1.754 1.637 3.205
C -0.487 -4.787 -1.618
O -4.320 0.481 3.165
C -1.989 0.673 3.558
H 0.486 -5.239 0.196
O -0.112 -4.171 -2.606
H 2.277 -1.573 -0.192
N -1.809 -0.267 0.127
H 0.336 -0.884 -0.589
H -3.047 1.265 5.980
C 1.783 0.383 0.936
H -1.289 0.429 4.400
H 1.401 -5.480 -1.203
H 1.245 0.909 -0.791
O -0.711 5.058 -0.460
H 3.906 2.163 -1.201
H -4.682 1.193 5.614
H -1.171 2.348 -2.255
H -2.154 4.027 -1.012
H -3.472 -0.575 4.557
C -3.406 0.453 4.039
H 3.313 -1.260 1.207
H -1.313 3.705 1.559
H 1.565 0.367 -3.064
H -1.504 2.359 0.703
H 3.172 0.507 -4.651
C -1.579 -1.467 -0.264
H 0.111 3.012 0.845
H -1.260 -6.740 -0.746
H 0.453 -4.640 -3.206
H 2.375 1.332 1.016
H 3.443 -0.347 -0.266
H 0.830 -1.056 2.350
H -1.929 -6.330 -2.267
C -0.491 3.209 -1.890
H 3.910 -0.010 -3.166
O -2.519 -2.394 -0.084
H -3.692 2.470 4.754
H -0.289 3.936 -2.671
H -2.765 -0.052 0.165
H -1.332 -4.324 -1.133
H 1.043 -3.777 -0.534
H 2.723 3.493 -1.662
C -3.730 1.438 5.113
O 0.923 0.610 0.062
H 1.855 0.191 3.105
O 1.914 1.109 -2.445
H -5.177 0.696 3.580
H 4.291 3.254 -2.547
H 0.436 2.810 -1.618
C 2.713 1.807 -3.009
H -0.181 -2.559 -1.114
C -0.963 -6.289 -1.754
H 2.127 2.492 -3.591
C -0.922 3.236 0.668
C 0.708 -4.772 -0.743
H -0.374 -6.965 -2.381
H -1.077 0.455 0.198
H -0.510 5.544 -1.291
C 2.715 -0.807 0.399
C -1.116 3.941 -0.741
C 1.168 -0.058 2.306
H -1.765 -0.088 2.831
C 3.457 2.722 -1.997
H 4.646 1.299 -3.959
*
```

natural (NBO) atomic charge list, values in e, 5 entries:
1. C -0.646
2. H 0.213
3. N -0.869
4. H 0.201
5. C 0.080

[4]
ORCA calculation (ωB97M-V/def2-TZVPD) on a 13-piece molecular cluster, C35H57Cl24F3N2O overall.

Output
ΔE to the lowest compared entry with this formula, charge and spin   0.813 eV
Gap between HOMO and LUMO   8.77 eV

Structure (ORCA input):
```
! RIJCOSX wB97M-V def2-TZVPD def2/J DEFGRID3
* xyz 0 1
C 0.403 -1.605 -0.770
H -4.726 1.469 3.798
H -10.853 -6.409 -2.074
C -0.175 -2.053 -5.596
H 1.579 -3.053 -6.310
C 5.256 -3.687 -6.262
Cl -1.277 -2.041 -4.197
H -4.993 3.215 3.906
C 5.046 -4.233 -7.654
Cl -0.727 -0.095 4.759
H 1.574 5.031 -4.976
H -1.121 -2.632 2.631
C -4.856 2.381 3.219
H -9.657 -6.545 -3.365
C 0.656 -2.573 1.426
H -2.062 0.171 7.317
Cl -3.232 1.214 1.357
H 0.818 -1.317 -1.747
Cl -2.928 5.626 0.023
Cl 2.115 -2.380 -4.131
C 1.169 5.594 -4.135
H -3.802 3.485 1.689
C -1.533 5.011 -0.910
H 0.150 -1.031 -5.780
H -3.637 -0.156 -1.963
H -4.575 -0.708 0.245
C -6.181 -4.228 1.561
H 3.096 -3.126 0.560
C 3.076 -6.354 -2.008
H 2.764 -2.794 -1.189
Cl 6.680 3.817 4.225
C -2.195 1.085 6.741
H 3.754 1.949 4.758
H 3.766 -7.163 -0.129
H 0.678 -3.977 -5.105
C 3.702 1.147 5.494
H 1.284 -3.053 2.183
Cl 1.948 -5.209 -1.242
H -6.368 -4.715 2.517
Cl 6.588 1.686 6.876
F 5.517 -2.102 -0.423
Cl -6.833 -2.163 -0.108
F 4.956 -0.471 -1.791
C 3.388 -0.994 -0.022
H -0.757 -2.386 -6.456
C -1.533 -1.702 0.714
H 8.361 3.194 6.503
H -5.166 -3.831 1.572
N -2.832 -1.468 1.062
H 5.442 -3.559 -8.410
H 4.771 -4.310 -5.511
Cl 2.164 1.358 6.381
H 3.121 6.218 -3.523
C -0.163 10.368 -1.357
C -1.258 3.554 -0.625
Cl -3.744 0.970 5.866
Cl -0.867 8.734 -1.345
H -2.280 1.918 7.438
H -0.486 12.298 -2.221
C 2.233 5.769 -3.080
H 4.763 -7.577 -1.526
Cl -7.738 -8.388 -2.217
H 4.665 -0.226 4.169
H -1.774 5.145 -1.963
C 1.234 -2.186 0.154
H -0.489 3.185 -1.299
C 4.172 -6.786 -1.065
Cl -6.268 -5.491 0.308
Cl 3.323 -4.517 -8.018
H 6.970 5.262 6.047
C -3.652 2.634 2.351
Cl -8.882 -5.255 -1.551
H 2.629 0.006 1.418
H -9.436 -7.943 -0.643
C -3.513 -0.910 0.079
C -9.799 -6.591 -2.287
H 5.507 4.288 6.217
H -8.203 -3.543 1.223
F 5.553 -0.046 0.238
C -1.043 1.319 5.793
H 2.517 4.818 -2.634
H -2.150 2.943 -0.757
H -0.265 10.764 -0.347
C 7.330 3.306 6.833
C -0.985 -1.346 -0.536
C 1.001 -2.978 -5.389
H -2.786 2.842 2.979
C -0.671 -2.339 1.675
C -9.391 -7.933 -1.730
O 3.365 -0.619 1.359
H 3.481 -5.881 -2.901
H 0.898 10.276 -1.584
H -1.229 2.175 5.146
Cl -0.562 10.808 -4.028
Cl 1.698 6.853 -1.771
H -1.936 11.293 -2.173
H 0.811 6.552 -4.508
H -0.671 5.633 -0.680
H -0.124 1.509 6.351
Cl -0.657 3.292 1.033
H 2.779 -0.276 -0.603
Cl 3.904 -1.541 5.955
H -10.057 -8.707 -2.109
Cl 4.637 -2.029 -6.084
C -0.861 11.281 -2.336
C 3.777 -0.190 4.798
Cl -0.237 4.681 -3.527
H 4.522 1.278 6.201
H 6.322 -3.652 -6.040
N -1.699 -0.769 -1.551
Cl 5.291 -5.452 -0.687
H -7.201 -2.454 2.187
C 4.854 -0.934 -0.523
H 2.906 -0.364 4.169
H 5.550 -5.194 -7.752
H 2.490 -7.220 -2.314
C 2.729 -2.386 -0.168
C -2.960 -0.589 -1.212
Cl -6.367 2.232 2.279
H 7.337 3.679 7.857
C -7.200 -3.137 1.338
C 6.562 4.257 5.948
*
```

Mulliken atomic charge list, values in e, 5 entries:
1. C 0.268
2. H 0.015
3. H 0.287
4. C -0.617
5. H 0.074

[5]
ORCA calculation (ωB97M-V/def2-TZVPD) on a 3-piece molecular cluster, C8H26BN2O15P3S2 overall.

Output
SMILES string   N=P(O)(O)OC(=O)N(CB(O)O)PP(=O)(O)O.CCOS(C)(=O)=O.CCOS(C)(=O)=O
Gap between HOMO and LUMO   8.39 eV

Structure (ORCA input):
```
! RIJCOSX wB97M-V def2-TZVPD def2/J DEFGRID3
* xyz 0 1
O -0.412 0.384 -1.522
C -0.375 -4.618 1.821
H 3.144 -6.077 -2.212
C 2.102 -5.788 -2.062
H 0.607 -4.798 2.268
C -0.657 -5.610 0.709
H -1.683 -5.468 0.355
P 3.877 -0.547 -1.165
H -0.372 -3.593 1.436
H -4.773 3.707 2.659
H 5.898 0.576 -1.081
H 4.111 -2.745 -0.502
C -4.008 3.059 2.222
H 4.652 2.505 -0.932
H 4.725 0.284 0.733
C 3.567 2.964 -0.746
P -0.037 1.880 -0.705
H -7.749 0.429 -0.139
H 0.096 -0.330 -1.015
H 0.952 4.575 -1.226
H -3.836 2.240 2.927
H 2.875 5.352 1.414
H -0.581 -6.642 1.070
H 1.065 2.571 1.095
O 2.536 -5.016 0.406
O -7.322 3.173 0.172
H 1.444 -6.446 -2.633
O 5.195 5.087 -0.364
P 1.112 3.303 -1.944
C 2.974 1.462 -2.685
O 5.464 -0.053 -1.744
S 1.727 -5.959 -0.335
H 1.958 -4.746 -2.353
O 2.573 0.189 -2.068
C -7.929 0.725 0.896
O -7.205 2.558 2.626
O 1.696 -7.369 -0.008
H -8.992 0.923 1.050
H 5.851 4.434 0.061
N 2.830 2.842 -2.060
H -3.628 1.967 0.420
N 3.825 -0.187 0.428
O 3.473 1.442 -3.949
O -1.457 2.589 -0.420
C -4.453 2.525 0.873
O 2.812 5.387 0.414
S -7.038 2.225 1.227
O 3.673 -2.294 -1.284
H -3.088 3.642 2.122
H -1.127 -4.699 2.611
H 3.060 2.316 0.086
O -5.540 1.621 1.009
O 0.199 -5.397 -0.403
H -7.590 -0.048 1.587
H -4.706 3.341 0.188
O 0.673 1.648 0.900
B 3.812 4.508 -0.226
*
```

natural (NBO) atomic charge list, values in e, 5 entries:
1. O -0.918
2. C -0.639
3. H 0.255
4. C -0.879
5. H 0.224

[6]
ORCA calculation (ωB97M-V/def2-TZVPD) on an isolated ion of composition C3H9N2O and charge +1.

Output
SMILES string   C[N+](C)(N)C=O
ΔE to the lowest compared entry with this formula, charge and spin   3.690 eV
Gap between HOMO and LUMO   11.63 eV

Structure (ORCA input):
```
! RIJCOSX wB97M-V def2-TZVPD def2/J DEFGRID3
* xyz 1 1
H 0.523 -1.525 -1.300
H 1.689 -1.232 0.013
C -0.820 -0.672 0.968
C 0.965 -0.782 -0.724
H -1.633 0.096 -1.237
H -0.953 -1.614 0.472
H 1.474 -0.169 -1.450
N 0.011 0.056 -0.135
H -0.362 -0.874 1.870
N -0.812 0.665 -1.065
O 0.281 2.293 0.912
H -1.321 1.448 -0.589
H -1.672 -0.013 1.079
C 0.789 1.272 0.542
H 1.841 1.051 0.644
*
```

natural (NBO) atomic charge list, values in e, 5 entries:
1. H 0.248
2. H 0.251
3. C -0.401
4. C -0.446
5. H 0.381

[7]
ORCA calculation (ωB97M-V/def2-TZVPD) on one molecule with the formula C4H10Se.

Output
SMILES string   CCCC[SeH]
ΔE to the lowest compared entry with this formula, charge and spin   0.000 eV
Gap between HOMO and LUMO   9.58 eV

Structure (ORCA input):
```
! RIJCOSX wB97M-V def2-TZVPD def2/J DEFGRID3
* xyz 0 1
H 0.606 -1.467 -0.590
C 0.605 0.173 1.585
H -1.025 -1.458 0.081
Se 0.983 1.837 2.580
H 1.862 2.391 1.572
C -0.004 0.432 0.220
C -0.310 -0.877 -0.506
H -0.081 -0.382 2.228
C -0.879 -0.623 -1.897
H -0.923 1.010 0.333
H -0.169 -0.066 -2.503
H -1.095 -1.564 -2.398
H 1.542 -0.381 1.511
H 0.689 1.025 -0.383
H -1.800 -0.049 -1.832
*
```

natural (NBO) atomic charge list, values in e, 5 entries:
1. H 0.194
2. C -0.520
3. H 0.195
4. Se 0.025
5. H 0.066

[8]
ORCA calculation (ωB97M-V/def2-TZVPD) on C21H36BaP2 as an isolated structure.

Output
ΔE to the lowest compared entry with this formula, charge and spin   4.549 eV
Gap between HOMO and LUMO (alpha / beta)   4.01 / 3.63 eV

Structure (ORCA input):
```
! RIJCOSX wB97M-V def2-TZVPD def2/J DEFGRID3
* xyz 0 1
H 1.253 3.636 2.496
C -1.886 -0.611 -6.603
C 1.082 -0.628 -6.052
H 2.034 -0.567 -5.476
H 2.685 -1.422 -3.018
C -0.497 -1.356 -0.558
H 0.183 2.176 -4.425
H -0.938 3.817 -2.211
H 0.214 0.310 -3.647
H 0.971 3.742 -4.149
H 1.741 4.954 -3.092
H -0.437 -0.315 -0.172
C -1.645 1.159 -4.846
H 1.697 -0.376 -3.847
H 2.772 -2.388 -1.491
H 0.435 2.938 0.160
H 2.128 0.648 -1.208
H -0.322 -3.960 -2.423
H 0.079 1.069 -7.055
H 2.145 -3.139 -3.069
H -1.159 -0.389 -7.371
H 2.908 1.230 -2.718
H -2.871 0.807 1.947
H 1.480 -0.841 -7.108
H -0.045 2.969 4.560
H -1.068 2.416 -1.118
C -1.236 1.847 1.045
C 0.326 3.023 2.405
H 0.212 -2.041 0.035
H -2.269 1.735 -4.157
H -2.614 -1.133 -7.211
C -0.523 -2.968 -2.888
C 2.224 -2.247 -2.425
H -1.610 -2.709 -2.894
C 0.554 0.851 -6.103
Ba -2.183 -0.150 -2.573
P 1.318 2.901 -1.865
C -0.392 2.621 3.563
H -0.197 -3.028 -3.952
C 1.054 -0.052 -3.022
H -2.577 1.469 -6.794
C -0.535 2.805 -2.000
H 1.417 1.514 -6.286
C -2.464 0.685 -6.001
C 0.072 -1.625 -5.522
C -0.133 2.624 1.091
C 1.923 1.034 -2.238
H -3.483 0.445 -5.675
P 0.527 -1.611 -2.138
C -0.334 1.432 -5.050
C -1.981 1.413 2.092
H 2.709 3.586 -3.771
H -2.045 1.473 4.285
H 0.458 -2.690 -5.531
C -1.525 1.814 3.394
C -1.279 -1.456 -5.576
H -1.945 -2.064 -4.924
H -1.552 -1.654 -0.232
H -0.490 2.202 -2.914
C 1.725 3.889 -3.380
*
```

natural (NBO) atomic charge list, values in e, 5 entries:
1. H 0.192
2. C -0.458
3. C -0.452
4. H 0.205
5. H 0.236

[9]
ORCA calculation (ωB97M-V/def2-TZVPD) on C34H32N4O2Pb as an isolated structure.

Output
ΔE to the lowest compared entry with this formula, charge and spin   0.065 eV
Gap between HOMO and LUMO   7.96 eV

Structure (ORCA input):
```
! RIJCOSX wB97M-V def2-TZVPD def2/J DEFGRID3
* xyz 2 1
H 0.919 -3.353 -0.872
C 1.544 3.173 2.833
H 2.279 -5.291 -0.108
C 2.575 3.672 0.732
H -1.225 -3.932 -3.718
H 3.359 -5.173 2.144
C 2.073 2.475 0.257
H -0.253 2.828 -0.950
H -1.289 3.661 1.132
H 2.269 2.152 -0.761
H 1.327 3.415 3.866
H 2.686 4.950 2.456
C -3.329 -0.852 0.662
H -2.015 -2.515 -4.393
C -4.489 -1.185 2.709
H -0.849 1.374 2.994
H -5.457 -1.010 0.788
H -3.703 3.288 1.546
C -3.237 2.892 0.653
H 3.374 -1.818 -3.671
C 1.418 -3.345 0.088
N 1.335 1.655 1.014
H 1.774 -1.083 3.885
C -0.744 -1.166 3.243
O 0.759 -1.502 -3.919
H -4.018 1.241 -2.202
H 1.569 -0.952 -2.118
Pb -0.106 -0.299 0.022
H -3.205 -1.322 4.434
N -2.149 -0.866 1.291
C -0.163 1.116 -3.073
C 1.614 -0.898 2.817
C -4.002 2.231 -0.298
N 0.274 -0.334 2.579
H 3.985 2.391 -4.286
C 1.105 0.828 -3.265
C -3.265 -1.193 3.361
C -4.524 -1.019 1.334
H 2.358 -0.166 2.500
C 0.195 1.053 3.069
C 2.765 -4.349 1.770
C -3.412 1.743 -1.458
C -1.879 3.086 0.427
H 3.167 4.307 0.089
H 0.467 1.103 4.130
H 3.020 -3.132 3.529
C -1.293 2.609 -0.737
C 1.818 -2.174 2.040
C 3.314 1.603 -3.973
C 3.013 -0.797 -3.647
C 3.796 0.223 -3.987
C 1.068 1.997 2.276
H -2.093 1.212 -3.765
H -3.304 -0.697 -0.411
H -0.434 -2.211 3.164
H 4.815 0.036 -4.300
C -1.044 -2.982 -4.219
N 1.249 -2.242 0.829
H -5.406 -1.307 3.271
C -0.258 -2.094 -3.309
C 2.054 1.887 -3.640
C -2.047 1.909 -1.682
C 2.303 4.025 2.046
C -2.109 -1.042 2.616
H -5.066 2.105 -0.145
H 1.669 2.897 -3.691
C -1.433 1.375 -2.916
C 2.171 -4.419 0.520
H -0.798 -0.932 4.312
C 1.614 -0.604 -3.157
H -0.542 -3.135 -5.168
C 2.580 -3.213 2.544
O -0.536 -1.910 -2.134
*
```

Mulliken atomic charge list, values in e, 5 entries:
1. H 0.542
2. C -1.117
3. H 0.472
4. C -0.663
5. H 0.340

[10]
ORCA calculation (ωB97M-V/def2-TZVPD) on an isolated ion of composition C2H3O2 and charge +1.

Output
ΔE to the lowest compared entry with this formula, charge and spin   5.596 eV
Gap between HOMO and LUMO   10.34 eV

Structure (ORCA input):
```
! RIJCOSX wB97M-V def2-TZVPD def2/J DEFGRID3
* xyz 1 1
H 0.365 1.262 1.071
H -0.734 -0.518 -1.298
O 1.617 0.281 -0.342
O 0.560 -0.761 0.264
C 0.375 0.565 0.178
H -1.460 -0.526 0.447
C -0.723 -0.302 -0.319
*
```

natural (NBO) atomic charge list, values in e, 5 entries:
1. H 0.262
2. H 0.251
3. O -0.006
4. O -0.073
5. C 0.322

[11]
ORCA calculation (ωB97M-V/def2-TZVPD) on C6H12O as an isolated structure.

Output
ΔE to the lowest compared entry with this formula, charge and spin   2.134 eV
Gap between HOMO and LUMO   10.59 eV

Structure (ORCA input):
```
! RIJCOSX wB97M-V def2-TZVPD def2/J DEFGRID3
* xyz 0 1
H 0.981 2.581 2.141
H 0.927 -0.225 -1.888
H -0.810 0.811 -1.014
H 1.042 1.930 -0.252
H -0.644 2.526 1.483
C -0.845 -1.549 -1.925
H -1.369 -2.167 -1.189
H -1.601 -0.976 -2.472
C 0.182 -0.678 -1.225
H 1.599 0.616 0.728
C 0.228 1.919 1.709
H 0.935 -1.492 -0.418
O -0.210 -2.048 2.132
C -0.292 0.268 -0.164
H -0.358 -2.216 -2.644
H -1.142 -0.033 0.432
H -0.065 1.202 2.470
C 0.714 1.193 0.478
C 0.728 -1.662 1.619
*
```

natural (NBO) atomic charge list, values in e, 5 entries:
1. H 0.212
2. H 0.210
3. H 0.211
4. H 0.202
5. H 0.203

For each record above, in turn, the calculated max |F| values are 0.5, 4.0, 15.7, 1.8, 9.6, 4.9, 0.6, 4.8, 0.3, 5.7, 6.6 eV/A.